Record 1
The following is a quantum chemistry calculation of a molecular structure, C7H28FN14O7Zn in a non-equilibrium geometry, from the Open Molecules 2025 dataset.

Structure (ORCA input):
```
! wB97M-V def2-TZVPD RIJCOSX def2/J DEFGRID3
* xyz 1 1
Zn -0.741 -1.395 -0.267
F 0.127 0.340 0.283
C -1.232 2.412 3.005
O -1.835 2.954 3.909
N -1.822 1.910 1.882
N 0.144 2.297 3.012
H -2.824 1.849 1.852
H -1.273 1.493 1.144
H 0.637 1.862 2.255
H 0.589 2.429 3.902
C -2.480 0.277 -2.249
O -1.983 -0.708 -1.675
N -2.667 1.447 -1.608
N -2.856 0.196 -3.537
H -2.348 1.527 -0.660
H -3.066 2.243 -2.074
H -3.254 0.983 -4.016
H -2.652 -0.638 -4.057
C 1.681 -1.888 -2.437
O 0.801 -1.751 -1.564
N 1.855 -0.959 -3.388
N 2.275 -3.102 -2.585
H 1.242 -0.151 -3.328
H 2.617 -1.019 -4.038
H 1.955 -3.795 -1.935
H 3.083 -3.196 -3.172
C 1.188 -2.327 1.922
O 0.400 -2.584 1.001
N 1.974 -3.296 2.458
N 1.286 -1.105 2.467
H 1.754 -4.242 2.205
H 2.716 -3.107 3.106
H 2.019 -0.888 3.120
H 0.695 -0.343 2.176
C 3.740 0.994 0.540
O 4.923 1.170 0.737
N 3.218 -0.174 0.054
N 2.788 1.965 0.741
H 3.892 -0.889 -0.159
H 2.244 -0.427 0.036
H 3.105 2.820 1.164
H 1.803 1.816 0.614
C 0.756 2.611 -2.722
O 1.401 3.187 -3.579
N -0.546 2.908 -2.428
N 1.269 1.520 -2.046
H -0.920 3.624 -3.026
H -1.075 2.379 -1.760
H 0.658 1.096 -1.356
H 2.253 1.441 -1.861
C -3.132 -1.559 1.858
O -2.293 -1.185 1.033
N -3.924 -2.646 1.690
N -3.301 -0.877 3.024
H -4.396 -3.060 2.474
H -4.227 -2.943 0.780
H -2.557 -0.219 3.216
H -3.686 -1.277 3.864
*
```

For the frontier orbital gap, the calculation gives 0.3469 Ha. The highest occupied orbital energy is -11.953 eV. The largest force on an atom comes out at 1.897 eV Å⁻¹. Its LUMO energy is -2.51 eV.


Record 2
The following is a quantum chemistry calculation of 7 unconnected molecules or ions with the total composition C7H28N14O7 in a non-equilibrium geometry, from the Open Molecules 2025 dataset.

Structure (ORCA input):
```
! wB97M-V def2-TZVPD RIJCOSX def2/J DEFGRID3
* xyz 0 1
N 27.041 18.537 -12.529
C 27.326 19.862 -12.544
N 28.301 20.252 -13.435
O 26.795 20.652 -11.776
H 27.435 17.789 -13.065
H 26.243 18.308 -11.956
H 28.519 21.231 -13.446
H 28.991 19.584 -13.724
N 21.463 25.492 -5.583
C 22.603 24.799 -5.264
N 22.990 23.860 -6.182
O 23.147 24.926 -4.179
H 20.932 25.320 -6.415
H 21.145 26.183 -4.931
H 22.408 23.663 -6.975
H 23.896 23.427 -6.111
N 26.908 23.728 -7.782
C 26.989 23.394 -6.461
N 28.217 23.453 -5.896
O 25.981 23.203 -5.781
H 27.720 23.917 -8.343
H 26.037 23.708 -8.282
H 28.230 23.457 -4.891
H 29.071 23.605 -6.397
N 25.868 20.677 -8.809
C 24.944 20.087 -8.002
N 24.799 20.622 -6.764
O 24.220 19.166 -8.389
H 26.439 21.431 -8.476
H 25.957 20.390 -9.773
H 25.314 21.384 -6.347
H 24.047 20.165 -6.271
N 23.983 17.657 -10.949
C 23.704 18.230 -12.160
N 23.948 17.410 -13.234
O 23.287 19.368 -12.289
H 24.381 16.738 -10.966
H 23.731 18.133 -10.096
H 24.205 16.456 -13.061
H 23.776 17.714 -14.172
N 22.217 17.157 -7.925
C 20.865 16.964 -8.001
N 20.175 18.038 -8.520
O 20.321 15.900 -7.748
H 22.796 16.513 -7.420
H 22.625 18.067 -8.099
H 20.635 18.930 -8.533
H 19.178 17.942 -8.494
N 21.683 20.024 -2.656
C 22.857 20.357 -3.284
N 22.684 21.203 -4.362
O 23.953 19.926 -2.988
H 21.742 19.303 -1.961
H 20.859 20.587 -2.729
H 21.747 21.515 -4.535
H 23.470 21.701 -4.728
*
```

For the frontier orbital gap, the calculation gives 0.3506 Ha. The highest occupied orbital energy is -9.296 eV. The largest force on an atom comes out at 1.456 eV Å⁻¹. Its LUMO energy is 0.24 eV. The SMILES is NC(N)=O.NC(N)=O.NC(N)=O.NC(N)=O.NC(N)=O.NC(N)=O.NC(N)=O.


Record 3
The following is a quantum chemistry calculation of a molecular structure, C7H28N14O7Ti in a non-equilibrium geometry, from the Open Molecules 2025 dataset.

Structure (ORCA input):
```
! wB97M-V def2-TZVPD RIJCOSX def2/J DEFGRID3
* xyz 1 4
Ti -0.295 0.196 -0.569
C 5.029 -0.549 -1.200
O 3.952 -0.487 -1.736
N 5.748 -1.595 -1.262
N 5.671 0.404 -0.602
H 5.555 -2.313 -1.946
H 6.699 -1.467 -0.949
H 5.178 1.262 -0.397
H 6.455 0.067 -0.061
C -3.628 -0.421 3.581
O -2.707 -0.055 2.823
N -4.176 -1.596 3.513
N -4.167 0.087 4.645
H -3.672 -2.059 2.770
H -5.042 -1.805 3.990
H -4.972 -0.376 5.043
H -3.900 0.950 5.096
C 2.534 4.435 3.007
O 1.922 3.449 2.583
N 2.654 4.893 4.295
N 2.896 5.413 2.243
H 2.459 4.251 5.050
H 3.101 5.791 4.417
H 2.895 5.185 1.259
H 3.345 6.266 2.545
C 3.610 -2.455 3.464
O 4.599 -1.830 3.756
N 2.508 -1.907 2.937
N 3.604 -3.728 3.465
H 2.370 -0.919 2.782
H 1.704 -2.479 2.720
H 2.805 -4.312 3.266
H 4.488 -4.150 3.711
C -5.465 0.295 -2.151
O -4.372 -0.240 -2.124
N -6.573 -0.308 -1.744
N -5.741 1.455 -2.596
H -6.452 -1.247 -1.392
H -7.452 0.174 -1.619
H -6.714 1.725 -2.564
H -5.053 2.063 -3.016
C -0.271 -4.835 -1.162
O -0.670 -4.031 -0.316
N 1.006 -5.170 -1.284
N -1.033 -5.501 -1.970
H 1.172 -6.093 -1.660
H 1.759 -4.856 -0.688
H -1.984 -5.186 -2.093
H -0.516 -6.019 -2.667
C -1.167 3.299 -5.311
O -0.714 2.371 -4.627
N -1.438 3.268 -6.609
N -1.502 4.423 -4.855
H -1.321 2.450 -7.190
H -1.701 4.046 -7.197
H -1.547 5.164 -5.540
H -1.477 4.606 -3.862
*
```

For the frontier orbital gap (alpha / beta), the calculation gives 0.2477 / 0.2979 Ha. The highest occupied orbital energy (alpha / beta) is -10.097 / -11.302 eV. The largest force on an atom comes out at 6.990 eV Å⁻¹. Its LUMO energy (alpha / beta) is -3.35 / -3.20 eV. Its expectation value of S² is 3.7505.


Record 4
The following is a quantum chemistry calculation of 7 unconnected molecules or ions with the total composition C7H28N2O7 in a non-equilibrium geometry, from the Open Molecules 2025 dataset.

Structure (ORCA input):
```
! wB97M-V def2-TZVPD RIJCOSX def2/J DEFGRID3
* xyz 0 1
N -0.743 -3.705 -2.185
C -0.021 -2.960 -1.404
N -0.391 -1.703 -1.467
O 1.080 -3.395 -0.740
H -0.558 -4.800 -2.115
H -1.712 -3.416 -2.396
H 0.203 -0.991 -0.971
H -1.267 -1.430 -1.927
C 3.022 -0.755 -2.289
O 2.463 -1.573 -3.324
H 4.018 -0.264 -2.619
H 3.308 -1.367 -1.493
H 2.280 -0.057 -2.008
H 3.205 -2.202 -3.465
C 1.751 -0.372 0.955
O 0.616 0.212 0.354
H 2.585 0.340 1.091
H 2.094 -1.210 0.420
H 1.615 -0.715 2.000
H 0.053 0.572 1.081
C -0.757 2.270 3.202
O -1.065 1.147 2.410
H -0.686 2.047 4.254
H -1.486 3.051 3.073
H 0.179 2.719 2.884
H -2.034 1.086 2.413
C 0.993 3.310 -0.625
O -0.078 4.184 -0.687
H 1.831 3.758 -1.178
H 0.744 2.349 -1.069
H 1.260 3.024 0.424
H -0.055 4.631 0.179
C -1.209 -2.138 2.091
O -1.975 -1.529 1.118
H -0.683 -3.040 1.756
H -1.918 -2.320 2.903
H -0.467 -1.507 2.467
H -1.524 -1.400 0.275
C -2.284 1.565 -0.397
O -2.221 0.413 -1.106
H -2.554 2.440 -1.009
H -1.352 1.758 0.068
H -3.072 1.552 0.403
H -3.182 0.413 -1.366
*
```

For the frontier orbital gap, the calculation gives 0.3452 Ha. The highest occupied orbital energy is -8.975 eV. The largest force on an atom comes out at 7.307 eV Å⁻¹. Its LUMO energy is 0.42 eV. The SMILES is NC(N)=O.CO.CO.CO.CO.CO.CO.